[1]
The following is a DFT calculation (ωB97M-V/def2-TZVPD) of a cluster of 13 separate species, C37H96F15N8O23S5 in total in a non-equilibrium geometry.

Output
Charge ... +3
E_HOMO ... -13.99 eV
Multiplicity ... 1

Each line ends with the Mulliken charge.
CARTESIAN COORDINATES (ANGSTROEM)
C1 15.744 12.092 15.674  -1.16
C2 16.828 11.787 14.699  0.93
C3 17.727 10.713 15.330  -0.36
O1 18.455 10.156 14.273  -0.46
C4 19.584 9.289 14.635  -0.72
N1 16.266 11.343 13.379  -0.07
H1 15.926 10.405 13.380  0.33
H2 15.539 11.953 13.099  0.33
H3 16.948 11.371 12.643  0.37
H4 15.317 13.080 15.642  0.20
H5 16.100 11.952 16.736  0.01
H6 14.985 11.334 15.651  0.52
H7 17.460 12.637 14.513  -0.19
H8 17.122 9.979 15.957  0.46
H9 18.436 11.147 16.081  -0.06
H10 19.361 8.616 15.478  0.33
H11 20.406 9.891 14.991  0.26
H12 19.821 8.685 13.762  0.29
C5 13.916 20.399 10.057  -1.25
C6 13.119 19.121 10.177  -0.14
C7 13.152 18.512 11.629  0.41
O2 12.263 17.367 11.545  -0.56
C8 12.276 16.540 12.710  -0.43
N2 11.692 19.286 9.846  -0.15
H13 11.216 18.429 10.186  0.41
H14 11.264 20.024 10.389  0.28
H15 11.480 19.511 8.888  0.38
H16 14.960 20.209 10.217  0.36
H17 13.598 21.049 10.866  0.21
H18 13.810 20.945 9.115  0.42
H19 13.465 18.316 9.583  0.40
H20 12.777 19.113 12.443  0.09
H21 14.169 18.207 11.861  -0.20
H22 11.460 15.858 12.465  0.35
H23 12.074 17.172 13.636  0.16
H24 13.188 15.994 12.984  0.09
C9 19.134 17.055 18.765  -0.70
C10 17.719 17.359 18.614  2.25
C11 16.903 16.065 18.517  -1.17
O3 15.484 16.294 18.637  0.75
C12 14.930 17.084 17.604  -0.58
N3 17.175 18.034 19.782  1.23
H25 16.849 17.398 20.506  0.03
H26 17.856 18.640 20.244  0.67
H27 16.408 18.625 19.500  -0.68
H28 19.329 16.484 19.666  -0.02
H29 19.679 18.015 18.647  0.60
H30 19.456 16.491 17.858  -0.73
H31 17.588 18.058 17.796  -1.27
H32 17.244 15.426 19.325  0.39
H33 17.090 15.608 17.500  0.11
H34 15.420 16.902 16.652  0.09
H35 14.976 18.177 17.803  -0.18
H36 13.869 16.941 17.601  0.26
C13 10.324 22.687 20.022  -1.54
C14 10.182 21.643 18.982  1.32
C15 8.995 20.680 19.048  -0.83
O4 8.962 19.945 17.860  -0.41
C16 9.728 18.703 17.873  -0.58
N4 10.184 22.444 17.628  -0.17
H37 10.136 21.803 16.773  0.37
H38 9.474 23.163 17.587  0.41
H39 11.012 23.031 17.637  0.33
H40 9.546 23.481 19.972  0.38
H41 11.279 23.193 19.953  0.40
H42 10.290 22.257 21.021  0.40
H43 11.137 21.083 19.010  -0.47
H44 8.033 21.161 19.128  0.38
H45 9.182 20.023 19.926  0.29
H46 9.469 18.142 18.777  0.39
H47 10.799 18.941 17.952  0.08
H48 9.444 18.273 16.930  0.37
C17 16.792 13.255 23.787  -1.40
C18 18.305 13.176 23.526  0.81
C19 19.057 13.454 24.805  -1.08
O5 20.368 13.161 24.437  -0.27
C20 21.189 12.696 25.484  -0.81
N5 18.708 11.828 23.019  0.22
H49 18.530 11.122 23.745  0.42
H50 18.124 11.539 22.209  0.19
H51 19.707 11.800 22.904  0.48
H52 16.111 13.127 22.926  0.08
H53 16.585 14.259 24.182  0.38
H54 16.493 12.637 24.635  0.50
H55 18.604 13.960 22.831  -0.15
H56 18.800 12.784 25.649  0.57
H57 18.854 14.492 25.091  0.36
H58 21.402 13.470 26.228  0.31
H59 22.164 12.499 24.984  0.25
H60 20.731 11.825 25.978  0.35
C21 17.001 23.750 18.728  -1.60
C22 16.887 22.588 17.722  0.34
C23 17.891 21.521 18.148  -1.19
O6 17.724 20.242 17.550  0.05
C24 17.884 20.155 16.084  -0.44
N6 15.495 22.122 17.722  0.78
H61 14.913 22.863 18.133  0.45
H62 15.176 21.700 16.848  0.25
H63 15.432 21.390 18.462  -0.58
H64 17.996 24.140 18.628  0.46
H65 16.714 23.420 19.755  0.35
H66 16.366 24.535 18.338  0.49
H67 17.045 22.866 16.696  0.55
H68 17.823 21.382 19.228  0.37
H69 18.891 21.938 17.879  0.43
H70 16.910 19.899 15.630  0.04
H71 18.613 19.348 15.901  -0.15
H72 18.432 21.034 15.706  0.57
C25 12.320 15.581 20.499  -1.17
C26 11.625 14.234 20.209  0.15
C27 12.597 13.303 19.508  -0.71
O7 13.608 13.075 20.456  -0.49
C28 14.886 12.947 19.834  -0.17
N7 11.272 13.532 21.548  -0.32
H73 10.764 12.662 21.355  0.39
H74 12.130 13.171 21.963  0.30
H75 10.759 14.125 22.244  0.36
H76 11.877 16.076 21.353  0.50
H77 12.190 16.243 19.652  0.09
H78 13.348 15.438 20.802  0.26
H79 10.643 14.346 19.754  0.52
H80 13.093 13.747 18.637  0.28
H81 12.128 12.391 19.251  0.54
H82 15.661 12.833 20.591  -0.55
H83 15.195 13.849 19.274  0.32
H84 14.885 12.044 19.268  0.72
C29 22.544 17.868 14.546  -1.44
C30 22.113 16.457 14.371  0.19
C31 21.918 15.812 15.675  -0.04
O8 21.560 14.496 15.444  -0.41
C32 20.916 13.725 16.494  0.01
N8 20.931 16.349 13.524  0.04
H85 21.066 16.612 12.510  0.40
H86 20.584 15.408 13.542  0.45
H87 20.106 16.867 13.992  0.01
H88 21.802 18.330 15.190  0.26
H89 22.627 18.402 13.598  0.39
H90 23.473 18.031 15.117  0.41
H91 22.910 15.882 13.853  0.35
H92 21.140 16.331 16.240  -0.33
H93 22.848 15.946 16.251  0.49
H94 21.696 13.225 17.118  0.33
H95 20.393 12.969 15.904  -0.01
H96 20.271 14.394 17.038  -0.11
C33 16.326 17.326 13.415  0.29
F1 16.936 18.336 12.807  -0.29
F2 15.577 17.866 14.359  -0.07
F3 15.576 16.693 12.504  -0.26
S1 17.552 16.112 14.066  1.43
O9 18.247 15.659 12.827  -0.84
O10 18.475 16.793 14.963  -0.76
O11 16.732 15.121 14.807  -0.38
C34 20.460 16.671 22.331  0.62
F4 20.823 17.018 21.118  -0.17
F5 20.743 15.359 22.526  -0.24
F6 21.109 17.312 23.283  -0.24
S2 18.558 16.805 22.622  1.16
O12 18.113 18.143 22.319  -0.71
O13 17.937 15.836 21.698  -0.87
O14 18.421 16.492 23.999  -0.62
C35 13.147 19.136 20.826  0.29
F7 13.818 18.230 21.560  -0.17
F8 12.908 18.430 19.626  0.04
F9 11.964 19.381 21.391  -0.22
S3 14.169 20.765 20.543  1.21
O15 13.311 21.534 19.702  -0.56
O16 14.387 21.335 21.846  -0.72
O17 15.416 20.375 19.837  -0.89
C36 19.190 10.136 19.154  0.42
F10 19.912 10.557 18.132  -0.16
F11 18.944 8.825 19.078  -0.22
F12 20.003 10.271 20.259  -0.25
S4 17.591 11.135 19.285  0.84
O18 16.667 10.405 18.442  -0.65
O19 17.164 11.070 20.698  -0.97
O20 17.942 12.458 18.824  -0.27
C37 12.935 21.813 13.743  0.41
F13 14.234 21.871 13.464  -0.23
F14 12.688 23.080 14.031  -0.25
F15 12.231 21.567 12.594  -0.24
S5 12.551 20.693 15.177  1.10
O21 13.036 19.393 14.757  -0.31
O22 13.347 21.273 16.214  -0.84
O23 11.158 20.779 15.539  -0.83

[2]
The following is a DFT calculation (ωB97M-V/def2-TZVPD) of an isolated molecule of C2HNS2 in a non-equilibrium geometry.

Output
E_HOMO (spin up / spin down) ... -9.34 / -9.34 eV
Multiplicity ... 1

Each line ends with the Mulliken charge.
CARTESIAN COORDINATES (ANGSTROEM)
C1 0.762 1.022 -0.046  0.41
C2 0.601 -0.321 -0.062  -0.32
N1 0.897 2.164 -0.027  -0.28
S1 -2.866 -0.602 0.132  -0.19
S2 -0.903 -1.231 -0.103  0.10
H1 1.509 -1.032 0.106  0.28

[3]
The following is a DFT calculation (ωB97M-V/def2-TZVPD) of a structure of composition C16H24CoNS3.

Output
Charge ... +2
E_HOMO (spin up / spin down) ... -15.44 / -16.34 eV
Multiplicity ... 5

Each line ends with the Löwdin spin population.
CARTESIAN COORDINATES (ANGSTROEM)
Co1 0.065 0.001 0.149  2.61
C1 -0.661 -0.399 3.450  0.00
C2 0.346 -0.648 2.365  0.01
C3 0.242 -1.796 1.550  0.01
C4 1.219 -2.099 0.582  0.02
C5 1.120 -3.347 -0.244  0.00
C6 2.284 -1.208 0.416  0.07
C7 2.396 -0.028 1.171  0.05
C8 3.510 0.934 0.923  0.00
C9 1.405 0.243 2.129  0.03
H1 -1.682 -0.417 3.064  0.00
H2 -0.484 0.551 3.949  0.00
H3 -0.596 -1.188 4.201  0.00
H4 -0.585 -2.477 1.721  0.00
H5 0.289 -3.292 -0.951  0.00
H6 0.951 -4.214 0.394  0.00
H7 2.030 -3.510 -0.817  0.00
H8 3.026 -1.410 -0.347  0.00
H9 3.185 1.709 0.224  0.00
H10 4.368 0.434 0.479  0.00
H11 3.820 1.421 1.847  0.00
H12 1.485 1.141 2.731  0.00
C10 -3.840 1.362 0.607  0.04
C11 -2.680 2.228 1.067  0.02
S1 -1.132 2.154 0.100  0.05
C12 -1.655 2.311 -1.632  0.01
C13 -2.308 1.111 -2.332  0.03
S2 -1.819 -0.505 -1.678  0.45
C14 -3.321 -1.532 -1.870  0.03
C15 -4.369 -1.009 -0.897  0.02
S3 -3.410 -0.403 0.544  0.43
H13 -4.195 1.677 -0.373  0.00
H14 -4.672 1.465 1.307  0.01
H15 -2.384 1.994 2.091  0.00
H16 -3.010 3.268 1.061  0.00
H17 -0.727 2.568 -2.140  0.00
H18 -2.322 3.170 -1.704  0.00
H19 -2.011 1.108 -3.383  0.01
H20 -3.395 1.153 -2.295  0.00
H21 -2.983 -2.533 -1.601  0.00
H22 -3.631 -1.544 -2.914  0.00
H23 -5.081 -1.767 -0.580  0.00
H24 -4.924 -0.169 -1.311  0.00
N1 1.449 1.003 -2.509  0.01
C16 0.946 0.646 -1.533  0.06

[4]
The following is a DFT calculation (ωB97M-V/def2-TZVPD) of a structure of composition C2H3N2O6S in a non-equilibrium geometry.

Output
Charge ... +1
E_HOMO (spin up / spin down) ... -14.33 / -15.75 eV
Multiplicity ... 3

Each line ends with the Löwdin spin population.
CARTESIAN COORDINATES (ANGSTROEM)
C1 0.079 0.443 -0.280  0.11
C2 -0.962 2.581 0.329  0.01
N1 -0.707 -1.921 -1.105  0.02
N2 1.407 -0.178 -0.145  0.75
O1 -0.950 -0.274 -0.372  0.04
O2 -1.578 -2.643 -0.961  0.03
O3 2.368 -0.183 -0.882  0.92
O4 0.235 -2.802 1.475  0.02
O5 2.416 -2.749 0.358  0.03
O6 0.185 1.736 -0.058  0.04
S1 1.032 -2.521 0.371  0.03
H1 -1.544 2.870 -0.582  0.00
H2 -0.546 3.516 0.575  0.00
H3 -1.435 2.125 1.277  0.00

[5]
The following is a DFT calculation (ωB97M-V/def2-TZVPD) of a cluster of 4 separate species, C2H11NO3 in total in a non-equilibrium geometry.

Output
E_HOMO ... -9.90 eV
Structure (SMILES) ... C=NC.O.O.O
Multiplicity ... 1

Each line ends with the Mulliken charge.
CARTESIAN COORDINATES (ANGSTROEM)
C1 -1.916 -1.486 -1.167  -0.28
N1 -1.015 -0.674 -0.908  -0.30
C2 0.391 -1.195 -1.121  -0.73
H1 -2.993 -1.265 -1.020  0.26
H2 -1.794 -2.522 -1.492  0.23
H3 1.038 -0.450 -1.550  0.26
H4 0.609 -1.331 -0.091  0.27
H5 0.513 -2.165 -1.743  0.31
O1 5.784 0.608 0.395  -0.65
H6 6.017 0.811 1.313  0.32
H7 5.745 1.529 -0.005  0.33
O2 -0.667 0.987 2.495  -0.64
H8 -0.324 0.544 1.718  0.34
H9 -1.602 0.890 2.414  0.29
O3 -3.434 1.684 -0.054  -0.59
H10 -2.837 2.385 -0.087  0.30
H11 -3.515 1.651 0.903  0.28

[6]
The following is a DFT calculation (ωB97M-V/def2-TZVPD) of a cluster of 2 separate species, C5H12Cl3N2P in total in a non-equilibrium geometry.

Output
E_HOMO (spin up / spin down) ... -7.74 / -7.70 eV
Multiplicity ... 1

Each line ends with the Mulliken charge.
CARTESIAN COORDINATES (ANGSTROEM)
C1 3.138 -0.504 0.053  -0.18
C2 -0.740 -0.523 1.627  -1.22
C3 1.496 -1.227 2.473  -0.96
C4 0.056 2.400 -1.530  -0.91
C5 -0.447 0.099 -2.128  -0.94
N1 0.704 -0.681 1.290  0.14
N2 -0.393 1.082 -1.092  -0.20
P1 1.512 0.394 0.248  0.63
Cl1 2.796 -2.084 -0.490  -0.11
Cl2 4.445 0.307 -0.698  -0.13
Cl3 2.224 2.014 1.197  -0.30
H1 -1.053 0.124 0.888  0.48
H2 -1.019 -1.545 1.604  0.39
H3 -0.901 -0.238 2.582  0.37
H4 1.598 -0.538 3.283  0.36
H5 0.937 -2.035 2.978  0.35
H6 2.540 -1.566 2.216  0.29
H7 0.149 2.466 -2.571  0.39
H8 -0.747 3.106 -1.184  0.27
H9 0.912 2.613 -0.992  0.28
H10 -0.791 -0.758 -1.741  0.33
H11 -1.139 0.563 -2.937  0.39
H12 0.632 -0.058 -2.586  0.29